No. 1
This record from the OMol25 dataset describes 12 unconnected molecules or ions with the total composition C4H32N2O13 in a non-equilibrium geometry. The level of theory is ωB97M-V with the def2-TZVPD basis set.

XYZ file:
```
51
Properties=species:S:1:pos:R:3:lowdin_charge:R:1
C -0.35879 0.95848 1.89365 -0.2056
N 0.85775 1.75357 1.97865 0.0207
C -0.02982 -0.33158 1.09946 -0.3126
C 0.11596 -0.05245 -0.36612 -0.0362
N -1.25921 -1.10880 1.33870 0.1227
C -1.28434 -2.43636 1.24255 -0.6010
O -2.54455 -2.86922 0.94951 0.1025
O -0.39373 -3.24606 1.40820 0.0800
H -1.06044 1.45118 1.23978 0.1191
H -0.72582 0.65990 2.86530 0.1152
H 0.66236 2.74118 2.04020 0.0603
H 1.42697 1.43066 2.76898 0.0879
H 0.85712 -0.78638 1.52637 0.0801
H -0.79403 0.28019 -0.87786 0.0892
H 0.33961 -0.96639 -0.94381 0.1019
H 0.91622 0.64063 -0.56209 0.0830
H -2.07536 -0.58859 1.05801 0.0983
H -2.70045 -3.77512 1.17223 0.1116
H 2.75696 -2.70678 -1.82226 0.0785
H 3.21161 -1.47678 -0.86108 0.0195
O 3.13855 -1.78787 -1.80294 -0.0971
H -2.94298 0.19375 -2.26678 0.0279
H -1.74317 0.96060 -3.12662 0.0167
O -2.59006 1.02335 -2.69980 -0.0882
H -0.13154 -0.39803 -2.04230 -0.1037
H 0.60016 -0.31549 -3.33290 0.0611
O -0.30729 -0.33839 -2.95023 -0.0814
H -2.33295 2.50349 -1.55338 0.0042
H -3.64463 3.19556 -1.37392 0.0109
O -2.74620 3.25722 -1.06351 -0.0910
H 3.57756 3.36413 1.74051 0.0392
H 2.31962 4.12655 1.91222 0.0180
O 3.09578 4.08859 1.39150 -0.0064
H 2.76770 -0.01870 -2.35900 -0.0041
H 2.20028 1.36491 -1.88659 0.0219
O 2.11656 0.64545 -2.56590 -0.0846
H 2.29605 -1.02278 1.44644 0.0223
H 3.70581 -1.86261 1.54461 0.0463
O 3.14780 -1.30225 1.02599 -0.0450
H 2.84314 3.45664 -0.37406 0.0471
H 2.99957 3.58667 -1.96623 0.0382
O 2.52756 3.12152 -1.28509 -0.0772
H 0.44448 -2.08004 3.36168 0.0323
H 1.68690 -2.78288 2.82665 0.0351
O 1.39843 -2.01564 3.31313 -0.0494
H -4.52460 -0.05379 0.54766 0.0660
H -3.92467 0.77266 -0.55479 0.0579
O -3.68499 0.11673 0.12813 -0.0313
H -2.34130 -2.29402 -2.24271 0.0557
H -2.87576 -1.61926 -0.92060 -0.0419
O -2.94516 -1.68897 -1.83569 -0.0148
```

Calculated values
Gap between HOMO and LUMO, eV: 10.00
Relative energy (zero: lowest compared OMol25 entry of this formula, charge and spin), eV: 3.2894
Total charge: 0
LUMO energy, eV: 0.16
SMILES string: C[C@@H](CN)NC(=O)O.O.O.O.O.O.O.O.O.O.O.O



No. 2
This record from the OMol25 dataset describes a single C19H19N5O2S molecule in a non-equilibrium geometry. The level of theory is ωB97M-V with the def2-TZVPD basis set.

XYZ file:
```
46
Properties=species:S:1:pos:R:3:lowdin_charge:R:1
C -7.01597 0.86105 0.60308 -0.0036
C -5.66639 0.82171 -0.08776 -0.5167
O -5.30323 1.66046 -0.87892 0.0665
N -4.92943 -0.26396 0.28947 0.1115
C -3.64570 -0.64501 -0.11302 -0.2230
C -2.88371 0.08904 -1.01605 0.0023
C -1.61781 -0.33744 -1.36967 0.0012
C -1.09187 -1.50185 -0.82344 -0.2302
C -1.85429 -2.24240 0.07536 -0.0287
C -3.11664 -1.81746 0.42569 -0.0210
H -3.69614 -2.39423 1.13254 0.1106
H -1.44430 -3.13790 0.51738 0.1128
N 0.19907 -1.96836 -1.11976 0.1169
C 1.23785 -1.25247 -1.60532 -0.5391
O 1.17558 -0.13407 -2.06882 0.0674
C 2.57343 -1.98105 -1.51356 -0.3302
H 3.37180 -1.30641 -1.82420 0.0822
H 2.58160 -2.87245 -2.14063 0.0830
S 2.90759 -2.57337 0.19536 0.9677
C 1.97530 -1.38194 1.07771 -0.6525
N 0.92548 -1.64705 1.79903 0.0269
N 0.44144 -0.48426 2.25252 0.0737
C 1.18192 0.48477 1.79029 -0.3340
N 2.20304 -0.02905 1.03424 0.0511
C 3.25580 0.64206 0.38128 -0.2280
C 2.98143 1.67439 -0.50640 -0.0204
C 4.02869 2.30759 -1.15055 -0.0622
C 5.33613 1.91682 -0.91288 -0.0813
C 5.60262 0.88725 -0.02538 -0.0727
C 4.56559 0.24665 0.62754 -0.0310
H 4.76360 -0.55617 1.32233 0.1075
H 6.62023 0.57969 0.16185 0.1056
H 6.14875 2.41257 -1.42200 0.1032
H 3.81867 3.10417 -1.84748 0.1082
H 1.96016 1.94920 -0.71416 0.1153
C 0.97107 1.92558 2.04516 -0.0021
H 1.92339 2.44990 2.09836 0.0834
H 0.42860 2.03943 2.97924 0.0846
H 0.37267 2.36359 1.24669 0.0852
H 0.42059 -2.85733 -0.68607 0.1213
H -1.03280 0.24083 -2.06483 0.1033
H -3.28546 0.99431 -1.43856 0.1000
H -5.35235 -0.88614 0.96479 0.1397
H -7.59081 -0.02951 0.35715 0.0816
H -6.88501 0.90906 1.68220 0.0818
H -7.56025 1.73974 0.27023 0.0820
```

Calculated values
Gap between HOMO and LUMO, eV: 8.44
Relative energy (zero: lowest compared OMol25 entry of this formula, charge and spin), eV: 0.0000
Total charge: 0
LUMO energy, eV: 0.55
SMILES string: CC(=O)Nc1ccc(NC(=O)CSc2nnc(C)n2-c2ccccc2)cc1



No. 3
This record from the OMol25 dataset describes 2 unconnected molecules or ions with the total composition CH5OP in a non-equilibrium geometry. The level of theory is ωB97M-V with the def2-TZVPD basis set.

XYZ file:
```
8
Properties=species:S:1:pos:R:3:lowdin_charge:R:1
C 0.23625 0.63592 -0.13708 -0.4010
O -3.61186 0.43737 0.00080 -0.2722
P -1.06129 -0.64724 -0.00404 0.7986
H -0.05885 1.35598 -0.90008 0.0284
H 0.32929 1.16609 0.80951 0.0281
H 1.19037 0.18878 -0.40426 0.0233
H -0.79290 -1.44485 -1.11410 -0.1024
H -0.56332 -1.48874 0.99287 -0.1028
```

Calculated values
Gap between HOMO and LUMO (alpha / beta), eV: 7.96 / 8.02
Relative energy (zero: lowest compared OMol25 entry of this formula, charge and spin), eV: 5.4738
Total charge: 0
LUMO energy (alpha / beta), eV: -1.50 / -1.40



No. 4
This record from the OMol25 dataset describes a molecular structure, C11H21N3O5 in a non-equilibrium geometry. The level of theory is ωB97M-V with the def2-TZVPD basis set.

XYZ file:
```
40
Properties=species:S:1:pos:R:3:lowdin_charge:R:1
C 2.26681 0.36016 0.22624 -0.3196
C 1.22443 0.21144 1.27545 -0.2357
C 3.64426 -0.27912 0.68214 -0.1632
C 4.44566 -0.09090 -0.51342 -0.1441
C 5.61120 -1.01845 -0.29722 -0.5011
C -0.64629 0.98434 -0.65336 -0.1791
C -0.68893 2.45498 -0.15135 -0.4791
C -1.91205 0.20246 -1.09413 -0.1640
C -2.94647 -0.22354 0.01335 -0.2285
C -4.29232 -0.72882 -0.66446 -0.2195
C -5.17713 -1.30638 0.54088 -0.3059
H 3.11464 2.10772 0.79253 0.1696
H 3.11161 2.13873 -0.88380 0.1832
H 2.00906 -0.00497 -0.81982 0.1488
H 3.50010 -1.37882 0.95717 0.1612
H 3.96212 0.22715 1.56462 0.1213
H 4.88367 0.97553 -0.42640 0.1523
H 3.83168 -0.27968 -1.50062 0.1737
H 6.39969 -2.55629 -0.53820 0.1069
H -0.86542 0.19614 1.33752 0.1076
H 0.22766 0.87447 -1.39594 0.1562
H -2.22654 0.75120 -1.94737 0.1028
H -1.51396 -0.70778 -1.55850 0.1130
H -3.10274 0.58725 0.77615 0.1141
H -2.34703 -1.12702 0.68529 0.1590
H -4.86997 0.12914 -1.25168 0.1522
H -3.92312 -1.55787 -1.25922 0.0871
H -5.53773 -0.38081 1.01088 0.0755
H -4.24792 -1.61443 1.33094 0.1431
H -6.43363 -3.15178 0.41201 0.1568
H -7.16750 -1.82066 0.88640 0.0439
H 1.31176 2.40423 -0.02542 -0.0495
N 2.50106 1.78556 -0.03659 0.0502
N -0.14641 0.25535 0.61200 0.0816
N -6.53230 -1.95056 0.02513 -0.0670
O 1.46493 0.27728 2.59826 -0.0069
O 6.77967 -0.62845 -0.20306 0.0720
O 5.48214 -2.35154 -0.43494 0.1174
O -1.68576 3.20518 -0.06179 0.0548
O 0.49106 3.02955 -0.00968 0.0591
```

Calculated values
Gap between HOMO and LUMO, eV: 9.36
Relative energy (zero: lowest compared OMol25 entry of this formula, charge and spin), eV: 6.7080
Total charge: 0
LUMO energy, eV: -0.11



No. 5
This record from the OMol25 dataset describes a molecular structure, C48H33F5N4O5PdSSe in a non-equilibrium geometry. The level of theory is ωB97M-V with the def2-TZVPD basis set.

XYZ file:
```
98
Properties=species:S:1:pos:R:3:lowdin_charge:R:1
Pd 0.25917 -0.22336 0.02135 1.0249
O 1.87218 -0.93567 -0.75797 -0.2635
C 1.94620 -1.12222 -2.12935 -0.4795
C 1.83539 0.25074 -2.78789 -0.0622
C 0.45614 0.83417 -2.81602 -0.2057
C 0.11813 1.60089 -3.92618 0.0009
C -1.10345 2.22270 -3.99175 -0.0236
C -1.98368 2.04260 -2.94400 -0.0057
C -1.62633 1.24971 -1.86775 -0.2239
C -2.66894 1.03881 -0.80289 -0.0507
C -2.23411 1.46837 0.60736 -0.4183
O -1.43547 0.36944 1.09898 -0.5341
C -3.41670 1.70938 1.54311 -0.1978
C -4.74350 1.52158 1.19367 -0.0173
C -5.75535 1.78144 2.11141 -0.0556
C -5.45202 2.24057 3.37819 -0.0678
C -4.12306 2.43040 3.73597 -0.0735
C -3.11876 2.16764 2.82676 -0.0735
C -1.47936 2.79796 0.53990 -0.1775
C -0.13712 2.91262 0.86752 -0.0357
C 0.49188 4.15286 0.84885 -0.0634
C -0.21884 5.29056 0.50907 -0.0773
C -1.56466 5.18251 0.17761 -0.0612
C -2.18686 3.94756 0.19494 -0.0231
N -0.40873 0.66376 -1.79046 0.1003
C 0.87503 -2.06085 -2.71331 -0.1487
C 0.88579 -2.33237 -4.08100 -0.0223
C -0.04455 -3.18534 -4.64787 -0.0700
C -1.00936 -3.79335 -3.85375 -0.0865
C -1.02804 -3.53350 -2.49456 -0.0723
C -0.08958 -2.67665 -1.93057 -0.0416
C 3.30856 -1.78167 -2.39180 -0.1360
C 4.16670 -1.43942 -3.42752 -0.0412
C 5.39778 -2.07307 -3.56417 -0.0805
C 5.78328 -3.05503 -2.66995 -0.0845
C 4.92264 -3.41685 -1.64043 -0.0597
C 3.69750 -2.78985 -1.50970 -0.0104
H 2.20717 0.23255 -3.80937 0.0995
H 2.48184 0.92827 -2.21995 0.1514
H 0.82991 1.69186 -4.73372 0.1229
H -1.37313 2.83176 -4.84393 0.1194
H -2.95578 2.51365 -2.94964 0.1204
H -2.94002 -0.01997 -0.75991 0.1488
H -3.54649 1.60723 -1.09810 0.1091
H -5.01640 1.15769 0.21316 0.1106
H -6.78593 1.62292 1.82405 0.1097
H -6.24285 2.44689 4.08652 0.1113
H -3.87261 2.80520 4.72014 0.1159
H -2.08529 2.35893 3.09502 0.1260
H 0.42430 2.03614 1.17374 0.0828
H 1.53874 4.22597 1.11229 0.1073
H 0.26514 6.25775 0.51253 0.1055
H -2.13283 6.06536 -0.08227 0.1075
H -3.24149 3.88031 -0.04501 0.1265
H 1.64573 -1.88535 -4.71108 0.1157
H -0.00842 -3.38928 -5.70973 0.1043
H -1.72542 -4.47630 -4.28967 0.1023
H -1.76499 -4.00962 -1.86096 0.1039
H -0.09420 -2.52726 -0.85646 0.0747
H 3.90653 -0.67404 -4.14589 0.0992
H 6.05731 -1.78664 -4.37288 0.1020
H 6.74273 -3.54278 -2.77554 0.1035
H 5.20714 -4.18781 -0.93630 0.1091
H 3.02944 -3.06849 -0.70579 0.1118
O 4.98411 -8.24478 3.48047 -0.3535
S 4.26552 -7.28628 4.29178 0.3831
O 2.83760 -7.21996 4.04932 -0.3734
O 4.65479 -7.22399 5.68640 -0.3537
C 4.88010 -5.69675 3.67732 -0.3341
N 6.20198 -5.47751 3.72589 0.1350
C 6.62196 -4.29350 3.32488 -0.1142
C 5.75900 -3.29142 2.88733 -0.0015
C 4.41836 -3.62248 2.86724 -0.2273
N 3.98515 -4.82157 3.24596 0.1567
C 3.33114 -2.69830 2.41562 -0.1072
C 2.06492 -3.23134 2.16973 0.0291
C 1.04912 -2.39050 1.78746 -0.1486
N 1.19984 -1.05896 1.66179 -0.1144
C 2.41931 -0.55263 1.89633 -0.1323
C 3.49903 -1.32840 2.25961 0.0161
H 7.69521 -4.13114 3.35014 0.1098
H 6.13266 -2.33165 2.56191 0.0994
H 1.90470 -4.29380 2.29479 0.1292
H 0.05632 -2.77869 1.59876 0.0935
H 2.51893 0.52131 1.79874 0.1156
H 4.45190 -0.85504 2.44856 0.1158
F -1.18585 0.58420 8.63276 0.1713
C -1.31060 0.38573 7.33429 -0.1084
C -2.57931 0.24952 6.78353 -0.1319
F -3.64950 0.35738 7.56330 0.1449
C -2.70815 -0.00128 5.43236 -0.2489
F -3.92466 -0.14213 4.93667 0.1157
C -1.57747 -0.13383 4.60947 -0.3925
Se -1.72523 -0.66690 2.82808 1.3312
C -0.31412 0.06939 5.18879 -0.2259
F 0.77777 0.00857 4.44490 0.1182
C -0.17401 0.32137 6.53945 -0.1302
F 1.02232 0.49379 7.08628 0.1512
```

Calculated values
Gap between HOMO and LUMO, eV: 3.79
Total charge: 0
LUMO energy, eV: -3.18